[1]
A structure of composition C27H37AsBr2MnNO2PS4 at a distorted geometry. Source: OMol25; level of theory: the ωB97M-V functional and the def2-TZVPD basis.

As for the expectation value of S²: 6.167. As for the spin multiplicity: 5. Its net charge is -1. As for the HOMO-LUMO gap (alpha / beta): 0.191 / 0.187 Ha. The lowest unoccupied orbital energy (alpha / beta) is 1.364 / 1.259 eV.

Element x y z (Å)
1 Mn -0.31134 1.69280 -2.79633
2 S 2.50352 5.08347 -4.54037
3 As 1.99447 3.71000 -3.03764
4 S 1.68463 1.64505 -3.81664
5 S -0.13724 3.87310 -2.37025
6 S 3.32878 3.83874 -1.41438
7 Br -1.26989 -3.18492 -3.63333
8 C -2.42658 -1.82322 -3.00639
9 C -3.73315 -2.15377 -2.63821
10 C -4.61006 -1.18295 -2.23388
11 Br -6.37074 -1.69911 -1.71738
12 C -4.23807 0.17670 -2.20386
13 C -5.07522 1.26271 -1.87798
14 C -4.57374 2.53660 -1.95060
15 C -3.24076 2.74521 -2.31614
16 N -2.41757 1.75385 -2.58811
17 C -2.90417 0.48470 -2.55541
18 C -1.95093 -0.51403 -2.95496
19 O -0.75615 -0.12717 -3.25768
20 H -4.04869 -3.18661 -2.68038
21 H -6.10189 1.08365 -1.59047
22 H -5.19573 3.38949 -1.71824
23 H -2.82614 3.74412 -2.38293
24 O 0.39570 1.09206 -0.77265
25 P 0.63132 -0.00953 0.21490
26 C 1.91857 0.42435 1.45769
27 C 3.21967 0.88934 0.76708
28 C 3.99622 1.88461 1.63780
29 C 3.85142 1.53417 3.11538
30 C 2.39250 1.73363 3.55842
31 C 1.40978 1.52449 2.39521
32 C -0.98600 -0.35716 1.05062
33 C -1.81956 0.92797 1.13418
34 C -3.25229 0.61882 1.58445
35 C -3.30057 -0.42772 2.71875
36 C -1.94451 -0.57528 3.40470
37 C -0.89464 -1.08627 2.41188
38 C 1.09332 -1.58981 -0.60098
39 C 1.35792 -2.74715 0.39350
40 C 2.78750 -3.27367 0.28609
41 C 3.06878 -3.74591 -1.13913
42 C 2.77252 -2.64726 -2.18810
43 C 2.26883 -1.34896 -1.55854
44 H 2.11191 -0.48406 2.04202
45 H 2.99208 1.37812 -0.18464
46 H 3.85610 0.02345 0.56851
47 H 3.62671 2.89553 1.45499
48 H 5.04454 1.87701 1.33680
49 H 4.51442 2.15086 3.72557
50 H 4.14970 0.49129 3.26875
51 H 2.25640 2.74291 3.95334
52 H 2.15361 1.03687 4.36806
53 H 1.29985 2.44175 1.81142
54 H 0.43302 1.27189 2.80833
55 H -1.49562 -1.00681 0.32682
56 H -1.83215 1.41669 0.15965
57 H -1.36291 1.63720 1.82369
58 H -3.83295 0.25605 0.73165
59 H -3.71866 1.55093 1.91084
60 H -3.58635 -1.40297 2.31339
61 H -4.05947 -0.15218 3.45360
62 H -2.02179 -1.27638 4.23882
63 H -1.63527 0.38696 3.82263
64 H -1.04952 -2.15671 2.25783
65 H 0.09612 -0.96943 2.85659
66 H 0.21136 -1.82328 -1.20807
67 H 0.67213 -3.57278 0.18319
68 H 1.16448 -2.43161 1.42236
69 H 2.92482 -4.10697 0.98016
70 H 3.49762 -2.49376 0.57549
71 H 2.44124 -4.62018 -1.33651
72 H 4.10754 -4.07522 -1.21304
73 H 2.03217 -3.00910 -2.90054
74 H 3.67298 -2.41610 -2.75950
75 H 1.95533 -0.66772 -2.34452
76 H 3.09073 -0.86140 -1.03744



[2]
A structure of composition C4H6CuO at a distorted geometry. Source: OMol25; level of theory: the ωB97M-V functional and the def2-TZVPD basis.

As for the expectation value of S²: 2.029. As for the spin multiplicity: 3. Its net charge is +1. As for the HOMO-LUMO gap (alpha / beta): 0.179 / 0.198 Ha. The lowest unoccupied orbital energy (alpha / beta) is -6.120 / -8.402 eV.

Element x y z (Å)
1 C -2.78873 0.63044 -0.07902
2 C -1.42288 0.05989 -0.17020
3 C -0.57010 0.10689 -1.22696
4 C -0.87861 0.82620 -2.43318
5 O -0.03414 1.03419 -3.31583
6 Cu -0.02919 1.60045 -4.99238
7 H -2.82387 1.34107 0.76135
8 H -3.49998 -0.17654 0.15257
9 H -1.15563 -0.62783 0.63758
10 H 0.46759 -0.20888 -1.10299
11 H -1.94889 0.72230 -2.72675
12 H -3.09143 1.15848 -1.00827



[3]
An isolated molecule of C5H12N2O at a distorted geometry. Source: OMol25; level of theory: the ωB97M-V functional and the def2-TZVPD basis.

As for the HOMO-LUMO gap: 0.358 Ha. The lowest unoccupied orbital energy is 0.857 eV.

Element x y z (Å)
1 C -1.34375 1.49117 0.24280
2 C -0.53660 0.65498 1.21516
3 C -0.13651 -0.68690 0.63456
4 C 1.11523 -0.63811 -0.25854
5 C 0.89411 -0.59097 -1.75033
6 N 1.96908 -1.02988 -2.47609
7 O -0.08323 -0.13116 -2.30461
8 N -1.27077 0.40718 2.43504
9 H -2.04456 0.87638 -0.33391
10 H -2.06773 2.15331 0.72323
11 H -0.70788 1.97253 -0.47941
12 H 0.36782 1.17672 1.49866
13 H -0.95054 -1.03151 -0.00916
14 H 0.05909 -1.43403 1.40005
15 H 1.79064 -1.47713 -0.07490
16 H 1.68957 0.24874 -0.00283
17 H 2.71526 -1.58831 -2.10800
18 H 2.08120 -0.83681 -3.45537
19 H -1.49237 -0.56385 2.53014
20 H -2.04805 1.02768 2.57351



[4]
A cluster of 9 separate species, C38H72N9O10 in total at a distorted geometry. Source: OMol25; level of theory: the ωB97M-V functional and the def2-TZVPD basis.

Its net charge is +1. As for the HOMO-LUMO gap: 0.208 Ha. The lowest unoccupied orbital energy is -4.262 eV.

Element x y z (Å)
1 C 5.36503 -0.25649 3.87848
2 C 5.06103 -1.47790 2.82622
3 O 6.38682 -2.12975 2.56220
4 C 4.41585 -0.99120 1.38471
5 O 3.32045 -1.88786 0.98537
6 C 2.03796 -1.52132 1.60448
7 C 1.79854 -0.41463 2.78954
8 C 0.28989 -0.10795 3.42479
9 C -0.96150 -0.99658 2.76951
10 C -2.46339 -0.64591 3.38462
11 C -3.44809 0.34588 2.50622
12 C -4.91645 0.72916 3.14356
13 C -5.29210 0.09163 4.62767
14 C -4.33228 -0.91261 5.49984
15 C -2.83749 -1.29063 4.85675
16 N -0.71304 -2.02450 1.68342
17 C 0.67437 -2.33887 1.08555
18 H 6.22613 -0.56914 4.63667
19 H 5.68481 0.75599 3.36382
20 H 4.40465 -0.03919 4.55040
21 H 4.28973 -2.21953 3.30944
22 H 6.61621 -2.56488 3.44577
23 H 5.29033 -1.13230 0.58450
24 H 4.13933 0.15633 1.35141
25 H 2.69046 0.21016 3.21779
26 H 0.09690 0.68015 4.28566
27 H -3.02596 0.74738 1.47427
28 H -5.65929 1.44264 2.54037
29 H -6.33290 0.38060 5.08077
30 H -4.60890 -1.38906 6.54234
31 H -2.06287 -1.97858 5.42730
32 H -1.55051 -2.55448 1.29817
33 H 0.68724 -3.15603 0.24827
34 C -4.01942 -3.84571 0.80669
35 O -3.65508 -2.92247 0.08889
36 N -4.12691 -5.16438 0.41974
37 C -4.56655 -6.20113 1.33033
38 C -3.78963 -5.52636 -0.94134
39 H -4.29939 -3.67979 1.85956
40 H -3.77557 -6.95107 1.42131
41 H -5.46956 -6.66764 0.92625
42 H -4.78690 -5.79022 2.31938
43 H -2.74843 -5.25153 -1.13495
44 H -4.43441 -4.96946 -1.62777
45 H -3.92302 -6.59981 -1.09972
46 C -3.96759 -3.08334 -4.25050
47 O -3.39116 -3.91919 -3.56533
48 N -4.12487 -1.75330 -3.92428
49 C -4.82141 -0.82478 -4.79029
50 C -3.57632 -1.26718 -2.67525
51 H -4.42130 -3.34754 -5.21941
52 H -4.13515 -0.02124 -5.07263
53 H -5.67350 -0.40559 -4.24754
54 H -5.18193 -1.32298 -5.69440
55 H -2.49612 -1.44116 -2.66944
56 H -4.02718 -1.82367 -1.84815
57 H -3.77831 -0.19958 -2.55438
58 C -1.48019 -0.06819 -6.26812
59 O -2.33450 0.68278 -5.81364
60 N -1.15515 -0.19478 -7.60173
61 C -0.12951 -1.10805 -8.06141
62 C -1.86139 0.61100 -8.57602
63 H -0.88451 -0.72486 -5.61361
64 H 0.64745 -0.53694 -8.57764
65 H -0.57884 -1.82537 -8.75416
66 H 0.31974 -1.65032 -7.22491
67 H -1.70991 1.66857 -8.33999
68 H -2.93047 0.38627 -8.51574
69 H -1.49756 0.40295 -9.58573
70 C 1.24779 1.54391 6.88036
71 O 2.31598 1.59045 6.28272
72 N 0.97937 0.75285 7.97687
73 C -0.31318 0.75427 8.63003
74 C 2.02281 -0.10823 8.49366
75 H 0.38761 2.15876 6.56972
76 H -0.18247 1.05725 9.67284
77 H -0.73059 -0.25598 8.59118
78 H -1.00269 1.44643 8.13901
79 H 2.88058 0.50639 8.78279
80 H 2.33511 -0.80071 7.70625
81 H 1.66482 -0.67189 9.35928
82 C -8.65221 1.54391 -3.88631
83 O -7.58402 1.59045 -4.48395
84 N -8.92063 0.75285 -2.78979
85 C -10.21318 0.75427 -2.13663
86 C -7.87719 -0.10823 -2.27301
87 H -9.51239 2.15876 -4.19695
88 H -10.08247 1.05725 -1.09382
89 H -10.63059 -0.25598 -2.17549
90 H -10.90269 1.44643 -2.62766
91 H -7.01942 0.50639 -1.98387
92 H -7.56489 -0.80071 -3.06041
93 H -8.23518 -0.67189 -1.40739
94 C 9.01115 0.20954 3.75606
95 O 9.62932 0.57567 4.74812
96 N 9.25898 0.61969 2.46356
97 C 8.48115 0.13944 1.34033
98 C 10.33170 1.56146 2.21936
99 H 8.17600 -0.50563 3.83019
100 H 9.14969 -0.36453 0.63649
101 H 8.00606 0.99281 0.84800
102 H 7.70859 -0.56224 1.66655
103 H 11.27266 1.12799 2.57125
104 H 10.13449 2.47901 2.78175
105 H 10.40796 1.79192 1.15341
106 C 5.68967 2.25902 -0.96359
107 O 6.58510 1.51814 -0.57673
108 N 5.68299 3.63261 -0.84784
109 C 4.58333 4.44122 -1.33177
110 C 6.81161 4.28991 -0.22216
111 H 4.78589 1.86193 -1.45344
112 H 4.96147 5.13891 -2.08448
113 H 4.15949 5.00085 -0.49301
114 H 3.80304 3.81925 -1.77887
115 H 7.71913 4.05094 -0.78468
116 H 6.92101 3.91356 0.79934
117 H 6.66502 5.37309 -0.20198
118 C 0.49734 4.12927 -2.60842
119 O 1.42731 4.17989 -1.81283
120 N 0.57311 3.64415 -3.89648
121 C -0.57513 3.61782 -4.77862
122 C 1.84151 3.14424 -4.38491
123 H -0.51057 4.48377 -2.33842
124 H -0.77025 2.58316 -5.07484
125 H -0.35372 4.21783 -5.66593
126 H -1.46218 4.02280 -4.28392
127 H 2.16909 2.31948 -3.74493
128 H 2.58375 3.94641 -4.33326
129 H 1.74747 2.79521 -5.41666



| no. | calculated total energy (Ha) |
| --- | --- |
| 1 | -11725.4862 |
| 2 | -1871.2673 |
| 3 | -382.4739 |
| 4 | -2735.5095 |